(1)
This record from the OMol25 dataset describes 2 unconnected molecules or ions with the total composition C4H3Br at a distorted geometry. The level of theory is ωB97M-V with the def2-TZVPD basis set.

Properties
- HOMO: -9.81 eV
- Total charge: 0
- Orbital gap: 10.37 eV
- DFT total energy: -2728.079880 Ha
- ΔE to the lowest compared entry with this formula, charge and spin: 111.6 kJ/mol
- SMILES string: C#CC#C.Br

Last column: natural (NBO) charge in e.
Element x y z (Å)
1 C -0.078 0.201 0.014  -0.1593
2 C -1.213 0.311 -0.383  -0.1082
3 C -2.552 0.412 -0.780  -0.0751
4 C -3.759 0.573 -0.779  -0.1497
5 H 0.924 -0.165 0.369  0.2597
6 H -4.701 0.816 -1.112  0.2277
7 Br 3.925 -0.194 -0.166  -0.2122
8 H 3.536 0.231 -1.510  0.2171

Cartesian forces (eV/Å) of the 2 atoms listed first:
1.0 -1.1 0.3
-0.1 -0.1 -0.2

=====

(2)
This record from the OMol25 dataset describes a molecular structure, C39H53FN9OS2Y. The level of theory is ωB97M-V with the def2-TZVPD basis set.

Properties
- HOMO: -12.59 eV
- Total charge: +2
- Orbital gap: 7.38 eV
- DFT total energy: -3020.320726 Ha
- ΔE to the lowest compared entry with this formula, charge and spin: 162.0 kJ/mol

Last column: Mulliken charge in e.
Element x y z (Å)
1 Y -0.671 -1.491 2.385  -0.6509
2 C 2.800 -4.321 1.318  -2.2708
3 C 1.881 -3.269 1.854  0.9381
4 N 0.657 -3.438 2.171  0.2695
5 C -0.143 -4.666 2.135  -0.7402
6 C -1.262 -4.641 3.221  -1.1444
7 N -1.823 -3.293 3.468  -0.0432
8 C -3.242 -3.048 3.803  -1.0555
9 C -3.882 -1.795 3.114  -0.6915
10 N -2.957 -0.745 2.589  -0.2883
11 C -2.966 0.647 3.133  -1.1286
12 C -1.689 1.094 3.878  -0.7747
13 N -0.460 0.688 3.198  0.9666
14 C 0.719 1.095 3.470  0.1613
15 C 1.045 2.201 4.420  -1.9932
16 C 1.887 0.249 2.956  1.0420
17 C 3.221 0.509 3.273  -0.9420
18 C 4.171 -0.454 2.974  -0.9926
19 C 3.799 -1.683 2.434  -0.9632
20 C 2.458 -1.884 2.148  0.6330
21 N 1.579 -0.896 2.348  0.7195
22 H 2.244 -5.053 0.735  0.4995
23 H 3.294 -4.850 2.138  0.3787
24 H 3.574 -3.886 0.690  0.5231
25 H 0.479 -5.550 2.286  0.6530
26 H -0.597 -4.739 1.145  0.1384
27 H -0.852 -5.027 4.156  0.4507
28 H -2.057 -5.322 2.917  0.4402
29 H -1.286 -2.922 4.254  0.7360
30 H -3.324 -2.931 4.885  0.5134
31 H -3.839 -3.925 3.547  0.3683
32 H -4.578 -1.328 3.813  0.4479
33 H -4.484 -2.126 2.267  0.4123
34 H -3.151 -0.667 1.595  0.2516
35 H -3.817 0.767 3.808  0.4475
36 H -3.133 1.317 2.288  0.3920
37 H -1.653 0.637 4.872  0.4834
38 H -1.746 2.178 4.018  0.4369
39 H 0.228 2.916 4.481  0.5213
40 H 1.943 2.739 4.130  0.4711
41 H 1.204 1.776 5.415  0.3594
42 H 3.515 1.428 3.756  0.4595
43 H 5.210 -0.272 3.217  0.4890
44 H 4.532 -2.463 2.284  0.5210
45 S -0.813 0.727 -0.079  0.0423
46 C 0.218 1.620 -1.041  -0.3580
47 N -0.021 1.907 -2.308  0.5563
48 C 1.036 2.490 -3.140  -0.7141
49 C 2.351 1.873 -2.718  -0.9353
50 N 2.559 2.168 -1.304  0.1767
51 C 3.884 2.696 -0.930  -1.2481
52 C 4.188 3.990 -1.646  0.5941
53 C 3.383 5.109 -1.433  -0.1478
54 C 3.629 6.283 -2.125  -0.7962
55 C 4.681 6.353 -3.030  -0.4544
56 C 5.489 5.248 -3.237  -0.6027
57 C 5.239 4.068 -2.549  -0.3107
58 C 1.509 2.210 -0.483  0.0870
59 S 1.468 2.913 1.010  -0.1719
60 C -1.323 1.713 -2.956  -1.1036
61 C -1.857 3.036 -3.438  0.2858
62 C -2.143 4.041 -2.518  -0.1813
63 C -2.613 5.268 -2.953  -0.7415
64 C -2.805 5.499 -4.310  -0.4214
65 C -2.524 4.502 -5.229  -0.7084
66 C -2.047 3.274 -4.793  -0.3378
67 H 1.053 3.577 -3.039  0.3358
68 H 0.802 2.248 -4.175  0.6177
69 H 3.172 2.324 -3.272  0.5043
70 H 2.358 0.793 -2.893  0.2856
71 H 4.620 1.933 -1.195  0.3720
72 H 3.877 2.817 0.148  0.4799
73 H 2.574 5.059 -0.715  0.4390
74 H 3.007 7.151 -1.952  0.4315
75 H 4.871 7.272 -3.567  0.4008
76 H 6.314 5.302 -3.934  0.3999
77 H 5.874 3.205 -2.712  0.3908
78 H -1.976 1.239 -2.227  0.4901
79 H -1.183 1.025 -3.795  0.4632
80 H -1.997 3.862 -1.458  0.4586
81 H -2.838 6.046 -2.236  0.4237
82 H -3.175 6.458 -4.647  0.4011
83 H -2.674 4.678 -6.286  0.4061
84 H -1.828 2.494 -5.513  0.3681
85 C 0.242 -2.329 -1.765  -0.7643
86 N -1.015 -3.047 -1.774  0.4401
87 C -1.401 -3.589 -3.075  -0.6625
88 C -2.851 -4.022 -3.068  -0.7299
89 C -3.088 -4.845 -1.823  -0.7213
90 N -2.778 -4.043 -0.641  0.2958
91 C -3.699 -4.120 0.471  -0.9299
92 C -1.764 -3.155 -0.647  0.1068
93 O -1.486 -2.450 0.361  0.8134
94 H 0.161 -1.386 -2.314  0.1677
95 H 1.006 -2.950 -2.238  0.3855
96 H 0.534 -2.093 -0.747  -0.1808
97 H -0.745 -4.428 -3.328  0.3501
98 H -1.232 -2.809 -3.821  0.3653
99 H -3.070 -4.602 -3.963  0.3891
100 H -3.510 -3.152 -3.065  0.2996
101 H -2.468 -5.748 -1.833  0.2674
102 H -4.126 -5.164 -1.741  0.4507
103 H -4.682 -3.721 0.204  0.4961
104 H -3.289 -3.559 1.301  -0.2393
105 H -3.821 -5.161 0.776  0.4005
106 F -0.084 -1.653 4.423  -0.6219

Cartesian forces (eV/Å) of the 2 atoms listed first:
-0.3 -0.2 -0.7
-0.1 -0.1 0.1

=====

(3)
This record from the OMol25 dataset describes a molecular structure, C39H44CrGeN3O3PS2 at a distorted geometry. The level of theory is ωB97M-V with the def2-TZVPD basis set.

Properties
- HOMO (alpha / beta): -10.74 / -10.61 eV
- Total charge: +1
- Orbital gap (alpha / beta): 7.06 / 6.97 eV
- DFT total energy: -6161.524010 Ha
- ΔE to the lowest compared entry with this formula, charge and spin: 43.8 kJ/mol
- 2S+1: 2

Last column: Mulliken charge in e.
Element x y z (Å)
1 Cr -1.107 -0.909 0.402  -0.3525
2 C -5.181 -1.207 1.454  -1.8549
3 C -3.774 -1.420 1.035  0.6177
4 N -2.922 -0.480 0.899  1.5263
5 N -3.281 0.841 1.066  -1.5381
6 C -2.254 1.570 0.701  0.2937
7 O -1.108 1.066 0.258  0.3199
8 C -2.423 3.041 0.757  0.8353
9 C -1.450 3.878 0.224  -0.2480
10 C -1.586 5.257 0.295  -1.4785
11 C -2.712 5.809 0.894  -0.4828
12 C -3.701 4.977 1.415  -0.8105
13 C -3.559 3.600 1.347  -0.4943
14 C -3.198 -2.777 0.779  0.4370
15 C -3.951 -3.924 0.809  -0.5956
16 C -3.326 -5.149 0.575  -0.6787
17 C -1.970 -5.179 0.338  -1.0738
18 C -1.275 -3.982 0.317  -0.5698
19 N -1.870 -2.807 0.514  0.6303
20 H -5.355 -0.149 1.615  0.3344
21 H -5.376 -1.754 2.382  0.3465
22 H -5.872 -1.580 0.693  0.4356
23 H -0.604 3.445 -0.281  0.7263
24 H -0.818 5.900 -0.121  0.4593
25 H -2.827 6.887 0.944  0.4162
26 H -4.584 5.406 1.880  0.4271
27 H -4.318 2.942 1.756  0.4851
28 H -5.013 -3.863 1.013  0.5032
29 H -3.904 -6.066 0.586  0.4322
30 H -1.443 -6.108 0.162  0.5063
31 H -0.210 -3.963 0.141  0.7304
32 C 3.845 -0.689 -4.443  -1.5865
33 C 2.414 -1.068 -4.154  1.3782
34 C 1.724 -1.681 -5.354  -1.4988
35 O 2.493 -2.011 -3.010  -0.1165
36 P 1.314 -2.590 -2.154  0.4760
37 S -0.213 -3.369 -2.967  -0.3673
38 S 0.803 -0.947 -0.895  0.3382
39 O 2.037 -3.554 -1.149  -0.3790
40 C 3.212 -3.162 -0.364  1.8205
41 C 2.884 -3.411 1.087  -1.2073
42 C 4.391 -3.948 -0.883  -1.6109
43 H 3.878 0.055 -5.242  0.4285
44 H 4.406 -1.573 -4.763  0.4233
45 H 4.325 -0.274 -3.554  0.2231
46 H 1.864 -0.192 -3.814  -0.3935
47 H 2.166 -2.654 -5.589  0.3105
48 H 1.866 -1.018 -6.212  0.4703
49 H 0.658 -1.817 -5.193  0.3636
50 H 3.382 -2.097 -0.523  -0.4891
51 H 2.614 -4.462 1.233  0.3414
52 H 2.053 -2.779 1.410  0.0019
53 H 3.754 -3.186 1.709  0.4766
54 H 4.189 -5.021 -0.819  0.3501
55 H 5.270 -3.723 -0.275  0.3936
56 H 4.607 -3.690 -1.920  0.3646
57 C -0.282 -1.054 2.279  -1.4339
58 C -1.130 -0.338 3.292  0.1211
59 C -0.950 1.016 3.564  0.1739
60 C -1.771 1.682 4.468  -0.6401
61 C -2.784 0.997 5.126  -0.5945
62 C -2.962 -0.361 4.881  -0.8309
63 C -2.143 -1.017 3.972  -0.1424
64 H -0.215 -2.121 2.494  0.7494
65 H 0.712 -0.620 2.165  0.5030
66 H -0.151 1.550 3.057  0.2915
67 H -1.620 2.743 4.654  0.4512
68 H -3.417 1.510 5.843  0.4142
69 H -3.735 -0.911 5.408  0.4573
70 H -2.285 -2.080 3.786  0.4686
71 Ge 1.760 1.130 -1.253  0.8977
72 C 0.801 2.243 -2.460  0.4286
73 C -0.534 2.629 -2.342  -0.4791
74 C -1.095 3.469 -3.293  -0.8191
75 C -0.332 3.922 -4.364  -0.7266
76 C 0.997 3.535 -4.489  -0.6450
77 C 1.566 2.695 -3.539  -0.3560
78 C 2.559 1.446 0.483  0.1562
79 C 2.194 2.386 1.445  0.0513
80 C 2.916 2.495 2.631  -0.5178
81 C 4.000 1.664 2.871  -0.6107
82 C 4.375 0.726 1.915  -0.7741
83 C 3.664 0.626 0.725  -0.2464
84 H 2.988 0.676 -2.067  -0.8094
85 H -1.138 2.269 -1.521  0.9895
86 H -2.131 3.772 -3.195  0.5197
87 H -0.775 4.578 -5.103  0.3916
88 H 1.591 3.883 -5.326  0.4397
89 H 2.606 2.400 -3.639  0.4438
90 H 1.354 3.035 1.292  0.3858
91 H 2.625 3.235 3.370  0.4521
92 H 4.562 1.755 3.795  0.4016
93 H 5.231 0.084 2.090  0.4526
94 H 3.985 -0.086 -0.028  0.1894

Cartesian forces (eV/Å) of the 2 atoms listed first:
1.1 0.6 1.1
-0.1 -0.2 0.0

=====

(4)
This record from the OMol25 dataset describes C8H6 in the gas phase at a distorted geometry. The level of theory is ωB97M-V with the def2-TZVPD basis set.

Properties
- HOMO: -8.52 eV
- Total charge: 0
- Orbital gap: 8.45 eV
- DFT total energy: -308.189232 Ha
- ΔE to the lowest compared entry with this formula, charge and spin: 287.4 kJ/mol

Last column: natural (NBO) charge in e.
Element x y z (Å)
1 C -2.782 -1.009 0.073  -0.0740
2 C -4.058 -0.303 -0.278  -0.0679
3 C -1.905 1.365 -0.005  -0.2775
4 C -0.708 0.912 0.395  -0.0881
5 C -3.009 0.498 -0.194  -0.0013
6 C -1.603 -1.199 0.406  0.0899
7 C -0.315 -0.573 0.583  -0.3284
8 C 0.748 -0.976 -0.443  -0.5945
9 H -2.074 2.422 -0.148  0.2546
10 H 0.098 1.606 0.593  0.2132
11 H 0.090 -0.706 1.596  0.2260
12 H 0.325 -0.960 -1.447  0.2189
13 H 1.123 -1.977 -0.238  0.2193
14 H 1.582 -0.277 -0.401  0.2098

Cartesian forces (eV/Å) of the 2 atoms listed first:
1.2 -0.8 0.5
1.0 1.1 -0.1

=====

(5)
This record from the OMol25 dataset describes C5H7NO in the gas phase. The level of theory is ωB97M-V with the def2-TZVPD basis set.

Properties
- HOMO: -8.59 eV
- Total charge: 0
- Orbital gap: 9.19 eV
- DFT total energy: -324.575583 Ha
- ΔE to the lowest compared entry with this formula, charge and spin: 390.9 kJ/mol

Last column: natural (NBO) charge in e.
Element x y z (Å)
1 C 1.880 0.532 1.034  -0.7683
2 C 0.658 -0.323 0.907  0.0865
3 N 0.033 0.012 -1.005  -0.5901
4 C -0.466 0.440 0.323  -0.1744
5 C -1.713 -0.431 0.060  -0.5085
6 C -0.991 -0.915 -1.204  0.7128
7 O -1.178 -1.712 -2.079  -0.5452
8 H 1.996 0.638 2.124  0.2664
9 H 1.862 1.547 0.599  0.1803
10 H 2.780 0.003 0.703  0.2397
11 H 0.859 0.246 -1.539  0.4241
12 H -0.591 1.521 0.463  0.1927
13 H -2.614 0.134 -0.196  0.2353
14 H -1.920 -1.191 0.813  0.2487

Cartesian forces (eV/Å) of the 2 atoms listed first:
0.0 0.0 -0.1
0.0 0.3 -0.1

=====

(6)
This record from the OMol25 dataset describes a molecular structure, C38H26BrN2O8PTm at a distorted geometry. The level of theory is ωB97M-V with the def2-TZVPD basis set.

Properties
- HOMO: -5.68 eV
- Total charge: -1
- Orbital gap: 8.07 eV
- DFT total energy: -6176.066454 Ha
- ΔE to the lowest compared entry with this formula, charge and spin: 0.0 kJ/mol
- 2S+1: 3

Last column: Mulliken charge in e.
Element x y z (Å)
1 Tm 11.267 9.783 13.599  1.1901
2 O 14.311 8.059 16.283  -0.7542
3 C 13.382 8.697 15.846  0.2355
4 O 12.931 8.701 14.621  -0.6405
5 C 12.641 9.698 16.721  0.2741
6 C 12.790 10.029 18.088  -0.7626
7 C 12.000 11.036 18.627  -0.2953
8 C 11.095 11.703 17.873  -0.7874
9 C 10.951 11.272 16.554  0.5288
10 N 11.658 10.312 16.036  0.6650
11 C 9.845 11.845 15.669  0.4105
12 O 9.074 12.661 16.125  -0.7855
13 O 9.858 11.367 14.464  -0.5806
14 H 13.563 9.542 18.693  0.4655
15 H 12.222 11.280 19.676  0.3710
16 H 10.602 12.599 18.289  0.5023
17 O 10.951 11.000 11.698  -0.6399
18 C 12.086 11.482 11.795  0.7171
19 O 13.059 10.976 12.380  -0.7766
20 C 12.201 12.959 11.345  0.5687
21 C 12.110 13.303 9.987  -0.6013
22 C 12.325 14.603 9.537  -0.8104
23 C 12.657 15.610 10.480  -0.7119
24 C 12.662 15.307 11.828  -0.3988
25 C 12.475 13.965 12.271  0.2212
26 P 12.548 13.470 14.013  1.2338
27 C 11.622 14.731 14.935  0.3876
28 C 10.342 15.017 14.463  -0.6154
29 C 9.456 15.769 15.196  -0.6156
30 C 9.818 16.184 16.456  -0.5691
31 C 11.132 15.933 16.885  -0.6452
32 C 12.032 15.203 16.152  -0.5975
33 C 14.378 13.635 14.273  0.2238
34 C 15.074 14.839 14.313  0.0211
35 C 16.458 14.793 14.511  -0.7596
36 C 17.097 13.547 14.709  -0.4477
37 C 16.407 12.333 14.679  -0.8761
38 C 15.039 12.423 14.520  -0.1139
39 H 11.821 12.486 9.341  0.5363
40 H 12.164 14.838 8.526  0.4548
41 H 12.876 16.620 10.157  0.4006
42 H 12.733 16.140 12.542  0.2551
43 H 10.027 14.523 13.560  0.3524
44 H 8.467 15.936 14.830  0.3923
45 H 9.169 16.817 17.067  0.3699
46 H 11.447 16.286 17.832  0.4351
47 H 12.976 14.906 16.627  0.4155
48 H 14.506 15.749 14.119  0.2512
49 H 16.964 15.745 14.533  0.3919
50 H 18.139 13.533 14.975  0.3595
51 H 16.978 11.420 14.838  0.4602
52 H 14.421 11.552 14.447  0.2717
53 C 7.540 6.371 15.025  -0.3304
54 C 8.818 6.070 14.685  -0.7626
55 C 9.772 7.067 14.560  -0.2504
56 N 9.478 8.346 14.647  0.1560
57 C 8.213 8.668 14.950  -0.2157
58 C 7.243 7.715 15.145  -0.7286
59 H 6.777 5.638 15.105  0.4235
60 H 9.124 5.039 14.455  0.3791
61 H 10.786 6.772 14.456  0.6714
62 H 7.944 9.733 15.069  0.3926
63 H 6.225 8.003 15.408  0.3698
64 Br 9.521 7.022 5.503  -0.2461
65 C 9.805 7.007 7.414  0.2080
66 C 9.896 5.813 8.089  -0.4269
67 C 10.267 5.802 9.430  -0.4311
68 C 10.531 7.021 10.103  0.0550
69 C 10.390 8.200 9.401  0.0159
70 C 10.065 8.239 8.032  -0.8726
71 C 10.873 7.030 11.598  0.3352
72 O 11.042 5.945 12.147  -0.7142
73 O 10.916 8.167 12.138  -0.3690
74 H 9.633 4.889 7.584  0.3914
75 H 10.241 4.825 9.950  0.3591
76 H 10.639 9.112 9.941  0.4976
77 H 10.009 9.130 7.471  0.5157

Cartesian forces (eV/Å) of the 2 atoms listed first:
0.3 -0.4 1.0
0.3 -0.3 0.4